Run a
Entry from the OMol25 dataset: the ion C2H9N4 with charge +1 (ωB97M-V/def2-TZVPD).

Summary:
- Kohn-Sham gap: 0.3999 Ha
- SMILES: NC[NH+]=C(N)N
- Charge: +1
- Lowest unoccupied orbital energy: -3.02 eV
- HOMO level: -13.9 eV

Geometry as XYZ:
```
15
C2H9N4 ωB97M-V/def2-TZVPD
N 1.45 0.37 -1.79
C 1.48 -0.44 -0.60
N -0.05 -0.82 0.00
C -0.90 -0.04 0.70
N -2.09 -0.55 1.13
N -0.58 1.21 1.08
H 1.80 -0.05 -2.71
H 1.74 1.42 -1.76
H 1.77 -1.43 -0.89
H 2.00 0.00 0.36
H -0.25 -1.87 -0.04
H -2.56 -0.07 1.99
H -2.34 -1.53 0.86
H -1.09 1.72 1.70
H 0.13 1.68 0.63
```

***

Run b
Entry from the OMol25 dataset: a cluster of 2 separate species, C2H9N4 in total (ωB97M-V/def2-TZVPD).

Summary:
- Kohn-Sham gap: 0.3978 Ha
- Charge: +1
- Lowest unoccupied orbital energy: -3.02 eV
- HOMO level: -13.8 eV

Geometry as XYZ:
```
15
C2H9N4 ωB97M-V/def2-TZVPD
C -1.85 0.15 -0.05
C 2.75 -1.03 0.27
N -2.75 0.89 0.03
N -0.77 -0.49 -0.02
N 1.90 0.16 -0.09
N -3.81 1.62 -0.25
H 3.03 -1.55 -0.73
H 3.71 -0.91 0.85
H 2.22 -1.69 0.83
H 0.41 -0.08 0.17
H -0.69 -1.42 0.37
H 2.16 0.42 -1.04
H -3.94 1.53 -1.23
H 2.26 0.85 0.54
H -4.63 1.54 0.35
```

***

Which of them is least stable? Easy: run b.

***

Run a
Entry from the OMol25 dataset: the ion C3H11N3 with charge +2 (ωB97M-V/def2-TZVPD).

Summary:
- Kohn-Sham gap: 0.3677 Ha
- SMILES: C=[NH+]C[N@@H+](C)N
- Charge: +2
- Lowest unoccupied orbital energy: -9.81 eV
- HOMO level: -19.8 eV

Geometry as XYZ:
```
17
C3H11N3 ωB97M-V/def2-TZVPD
C 2.76 -0.08 -0.04
N 1.51 0.17 0.01
C 0.35 -0.71 -0.19
N -0.97 -0.14 0.30
C -1.19 1.29 0.11
N -2.07 -0.89 -0.10
H 3.03 -1.12 -0.22
H 3.58 0.53 0.24
H 1.17 1.14 0.07
H 0.19 -0.73 -1.34
H 0.70 -1.55 0.32
H -1.01 -0.10 1.34
H -2.10 1.66 0.60
H -0.25 1.87 0.48
H -1.32 1.46 -0.92
H -2.45 -1.68 0.43
H -1.93 -1.11 -1.09
```

***

Run b
Entry from the OMol25 dataset: the ion C3H11N3 with charge +2 (ωB97M-V/def2-TZVPD).

Summary:
- Kohn-Sham gap: 0.4178 Ha
- SMILES: C[NH2+]/[N+](C)=C/N
- Charge: +2
- Lowest unoccupied orbital energy: -9.03 eV
- HOMO level: -20.4 eV

Geometry as XYZ:
```
17
C3H11N3 ωB97M-V/def2-TZVPD
C 1.78 -0.88 -0.55
N 1.18 -0.24 0.72
N -0.14 0.33 0.49
C -0.07 1.65 -0.12
C -1.24 -0.50 0.27
N -2.52 -0.38 -0.17
H 1.15 -1.80 -0.75
H 1.68 -0.12 -1.33
H 2.71 -1.21 -0.11
H 1.82 0.54 1.00
H 1.00 -0.90 1.42
H -0.73 1.71 -1.00
H -0.39 2.40 0.64
H 0.95 1.63 -0.48
H -1.18 -1.61 0.60
H -2.84 0.50 -0.53
H -3.17 -1.12 -0.10
```

***

Which of them is least stable? Easy: run a.

***

Run a
Entry from the OMol25 dataset: a cluster of 2 separate species, C2H6NO in total (ωB97M-V/def2-TZVPD).

Summary:
- Kohn-Sham gap (spin up / spin down): 0.3291 / 0.3940 Ha
- Charge: +1
- Lowest unoccupied orbital energy (spin up / spin down): -5.89 / -4.16 eV
- HOMO level (spin up / spin down): -14.8 / -14.9 eV

Geometry as XYZ:
```
10
C2H6NO ωB97M-V/def2-TZVPD
C 1.24 0.67 0.46
C 0.11 0.13 -0.32
N -1.11 -0.54 0.27
O 1.19 -0.63 -0.11
H 1.96 1.33 0.16
H 1.01 0.80 1.46
H -0.20 0.40 -3.07
H -0.69 -1.45 0.55
H -1.91 -0.78 -0.39
H -1.59 0.08 1.00
```

***

Run b
Entry from the OMol25 dataset: a cluster of 2 separate species, C2H6NO in total (ωB97M-V/def2-TZVPD).

Summary:
- Kohn-Sham gap: 0.1396 Ha
- Charge: +1
- Lowest unoccupied orbital energy: -9.91 eV
- HOMO level: -13.7 eV

Geometry as XYZ:
```
10
C2H6NO ωB97M-V/def2-TZVPD
O 0.51 -0.20 -0.76
C 1.22 -0.12 0.23
C 1.20 -1.09 1.27
N -2.33 1.14 -0.65
H 2.05 0.60 0.26
H 1.96 -0.94 2.04
H 0.67 -2.04 1.19
H -2.23 2.11 -0.42
H -3.06 0.89 -1.27
H -1.48 0.61 -0.54
```

***

Run c
Entry from the OMol25 dataset: a cluster of 2 separate species, C2H6NO in total (ωB97M-V/def2-TZVPD).

Summary:
- Kohn-Sham gap: 0.3653 Ha
- Charge: +1
- Lowest unoccupied orbital energy: -4.52 eV
- HOMO level: -14.5 eV

Geometry as XYZ:
```
10
C2H6NO ωB97M-V/def2-TZVPD
C -0.78 0.63 -0.75
C -0.35 -0.42 0.14
N 1.08 -0.39 0.61
O -0.50 -0.63 -1.21
H -2.55 1.44 -0.71
H -0.18 1.47 -1.06
H -1.00 -0.98 0.81
H 1.57 0.40 0.17
H 1.58 -1.26 0.36
H 1.12 -0.27 1.64
```

***

Which of them is least stable? Easy: run a.

***

Run a
Entry from the OMol25 dataset: a cluster of 2 separate species, C3H12N in total (ωB97M-V/def2-TZVPD).

Summary:
- Kohn-Sham gap: 0.3706 Ha
- Charge: +1
- Lowest unoccupied orbital energy: -4.47 eV
- HOMO level: -14.6 eV

Geometry as XYZ:
```
16
C3H12N ωB97M-V/def2-TZVPD
N -0.65 2.57 -0.37
H -0.94 1.58 -0.31
H -0.60 2.94 -1.32
H -1.48 3.01 0.05
H 0.15 2.76 0.24
C -0.79 -1.72 0.65
C 0.33 -1.30 -0.36
C 1.29 -0.26 0.11
H -1.45 -2.39 0.10
H -1.29 -0.82 1.01
H -0.36 -2.36 1.43
H -0.25 -0.87 -1.26
H 0.85 -2.17 -0.74
H 2.20 -0.73 0.50
H 1.77 0.43 -0.62
H 0.96 0.40 0.95
```

***

Run b
Entry from the OMol25 dataset: a cluster of 2 separate species, C3H12N in total (ωB97M-V/def2-TZVPD).

Summary:
- Kohn-Sham gap: 0.3845 Ha
- Charge: +1
- Lowest unoccupied orbital energy: -4.44 eV
- HOMO level: -14.9 eV

Geometry as XYZ:
```
16
C3H12N ωB97M-V/def2-TZVPD
N -1.59 0.26 2.06
H -1.97 1.02 1.50
H -1.04 0.49 2.88
H -1.26 -0.41 1.37
H -2.39 -0.20 2.51
C 1.29 -0.82 -0.04
C 0.72 0.48 -0.61
C 0.02 0.10 -1.91
H 1.71 -1.39 -0.86
H 2.03 -0.60 0.73
H 0.58 -1.53 0.40
H 0.13 1.05 0.16
H 1.54 1.20 -0.63
H -0.47 -0.86 -1.77
H 0.87 -0.01 -2.58
H -0.74 0.75 -2.36
```

***

Which of them is least stable? Easy: run b.